# 1
The following is a DFT calculation (wB97M-V/def2-TZVPD) of a 2-piece molecular cluster, C5H14 overall.

Last column: Mulliken charge in e.
Positions of all 19 atoms, in Å:
C  -0.385  1.165  2.288  -0.245
C  0.748  0.166  1.953  -1.006
C  -1.267  1.130  1.037  -1.090
H  -0.033  2.141  2.560  0.287
H  -0.902  0.791  3.190  0.264
H  1.315  -0.042  2.856  0.320
H  0.364  -0.817  1.632  0.234
H  -0.636  1.388  0.181  0.236
H  -2.187  1.697  1.039  0.381
H  1.262  0.529  1.079  0.320
H  -1.775  0.193  0.828  0.301
C  1.085  -0.763  -2.700  -0.831
C  -0.158  -1.352  -1.976  -0.707
H  1.124  0.286  -2.422  0.247
H  1.985  -1.315  -2.447  0.266
H  0.872  -0.846  -3.757  0.313
H  -0.471  -2.249  -2.525  0.329
H  -0.054  -1.547  -0.909  0.166
H  -0.887  -0.557  -1.906  0.216

The multiplicity is 1.

=====

# 2
The following is a DFT calculation (wB97M-V/def2-TZVPD) of C2Cl2F2 in the gas phase.

Last column: Mulliken charge in e.
Positions of all 6 atoms, in Å:
C  -0.465  0.418  0.015  0.289
C  0.558  -0.329  0.061  0.388
F  -0.297  1.698  0.107  -0.208
F  0.097  -1.657  0.124  -0.235
Cl  -2.031  -0.183  -0.157  -0.114
Cl  2.137  0.053  -0.149  -0.120

The multiplicity is 1.

=====

# 3
The following is a DFT calculation (wB97M-V/def2-TZVPD) of C19H30BrN4O7P2PtS2 as an isolated structure.

Last column: Mulliken charge in e.
Positions of all 66 atoms, in Å:
Pt  -0.049  0.309  -0.377  1.689
C  -4.389  -0.380  1.473  -1.715
C  -2.957  -0.083  1.098  0.654
O  -2.746  0.091  -0.311  -0.448
P  -2.303  1.451  1.876  0.300
O  -2.708  1.560  3.376  -0.561
O  -3.069  2.650  1.200  -0.490
O  -0.830  1.496  1.585  -0.886
P  -1.743  -1.361  1.777  0.772
O  -2.472  -2.761  1.584  -0.557
O  -1.484  -0.985  3.187  -0.816
O  -0.569  -1.401  0.802  -0.909
H  -5.048  0.440  1.177  0.522
H  -4.480  -0.508  2.552  0.448
H  -4.734  -1.298  0.995  0.489
H  -3.574  -0.055  -0.785  0.285
H  -2.380  0.826  3.932  0.451
H  -3.517  3.263  1.809  0.382
H  -2.767  -3.186  2.407  0.413
Br  6.131  -3.945  -0.403  -0.062
C  4.777  -2.718  -0.868  -0.120
C  3.535  -2.788  -0.242  -1.244
C  2.555  -1.873  -0.570  0.247
C  2.790  -0.891  -1.543  0.193
C  4.051  -0.823  -2.150  -0.721
C  5.034  -1.733  -1.818  -0.819
N  1.773  0.036  -1.812  0.393
C  1.723  0.825  -2.816  -0.542
C  0.729  1.888  -2.836  0.783
C  0.733  2.882  -3.803  -0.980
C  -0.182  3.923  -3.704  -0.463
C  -1.072  3.937  -2.642  -0.867
C  -1.030  2.902  -1.716  0.040
N  -0.156  1.904  -1.817  0.221
H  3.352  -3.553  0.500  0.550
H  1.591  -1.902  -0.072  0.781
H  4.275  -0.048  -2.873  0.384
H  6.005  -1.676  -2.290  0.485
H  2.431  0.761  -3.641  0.515
H  1.450  2.846  -4.613  0.533
H  -0.198  4.712  -4.443  0.486
H  -1.795  4.732  -2.530  0.508
H  -1.714  2.876  -0.877  0.312
C  -2.127  -1.860  -3.186  -1.020
S  -0.587  -2.079  -2.296  0.650
C  -0.919  -3.611  -1.433  -0.699
H  -2.208  -2.670  -3.916  0.501
H  -2.096  -0.906  -3.708  0.363
H  -2.969  -1.909  -2.497  0.286
H  -1.541  -3.420  -0.557  0.064
H  0.038  -4.023  -1.119  0.313
H  -1.423  -4.292  -2.120  0.516
C  1.470  -0.454  4.177  -1.233
N  1.350  0.233  2.899  0.207
C  2.360  0.645  2.173  0.997
S  1.991  1.572  0.726  -0.014
N  3.617  0.406  2.495  -0.177
C  4.807  0.857  1.773  -0.745
H  0.470  -0.638  4.555  0.289
H  2.018  0.151  4.903  0.483
H  1.974  -1.416  4.056  0.430
H  0.410  0.431  2.547  -0.015
H  3.793  -0.033  3.390  0.246
H  4.565  1.075  0.734  0.270
H  5.555  0.067  1.798  0.339
H  5.223  1.754  2.232  0.313

Its total charge is +3. Its expectation value of S² is 6.02. The multiplicity is 5.

=====

# 4
The following is a DFT calculation (wB97M-V/def2-TZVPD) of a 7-piece molecular cluster, C34H44Br14F9O4PS overall.

Last column: Mulliken charge in e.
Positions of all 107 atoms, in Å:
O  -3.787  5.216  6.096  -0.549
C  -3.080  4.877  5.188  -0.377
C  -2.095  3.763  5.275  0.722
C  -2.368  2.538  5.867  -0.961
C  -1.379  1.562  5.832  -0.970
C  -0.131  1.786  5.268  -0.336
C  0.148  3.020  4.687  0.350
C  -0.848  3.985  4.692  0.198
C  -0.629  5.300  4.025  -0.411
O  0.406  5.904  4.077  -0.569
C  -1.831  5.771  3.257  0.907
C  -1.706  6.350  1.988  0.779
C  -0.375  6.543  1.303  -1.620
C  0.362  5.234  1.022  -0.569
C  -0.358  4.337  -0.024  -0.634
C  -0.995  3.160  0.734  -0.022
C  -2.101  2.425  -0.016  0.865
F  -3.189  2.390  0.829  -0.382
F  -2.545  3.077  -1.102  -0.356
C  -1.852  0.923  -0.316  0.527
F  -2.949  0.428  -0.895  -0.266
F  -1.713  0.278  0.843  -0.257
S  -0.370  0.482  -1.396  1.459
F  -1.298  0.245  -2.664  -0.365
F  -0.149  1.971  -1.853  -0.304
F  0.608  0.640  -0.168  -0.291
F  -0.591  -1.052  -1.012  -0.356
F  0.874  0.051  -2.271  -0.306
C  -2.894  6.703  1.350  -0.921
C  -4.138  6.497  1.940  0.244
P  -5.631  6.982  0.951  0.266
O  -6.030  5.533  0.258  -0.481
O  -6.749  7.164  2.141  -0.420
C  -4.244  5.925  3.203  -0.283
C  -3.076  5.557  3.854  0.339
H  -3.336  2.350  6.306  0.514
H  -1.588  0.588  6.254  0.422
H  0.655  1.027  5.235  0.012
H  1.096  3.257  4.222  0.520
H  -0.590  7.006  0.337  0.505
H  0.244  7.261  1.833  0.432
H  1.345  5.503  0.635  0.558
H  0.551  4.639  1.913  0.136
H  -1.113  4.955  -0.501  0.446
H  0.407  4.014  -0.721  0.359
H  -1.448  3.604  1.617  -0.364
H  -0.217  2.489  1.093  0.346
H  -2.869  7.129  0.352  0.385
H  -5.386  4.865  0.530  0.354
H  -6.723  6.420  2.759  0.284
H  -5.198  5.727  3.671  0.319
Br  2.646  0.527  4.717  0.080
C  4.082  -0.790  4.807  -0.306
C  4.870  -0.665  6.082  -0.632
Br  6.084  0.854  6.032  -0.151
H  4.687  -0.654  3.918  0.215
H  3.581  -1.754  4.756  0.071
H  5.505  -1.537  6.218  0.410
H  4.239  -0.536  6.955  0.390
Br  0.699  -4.305  -6.052  -0.163
C  -0.528  -3.313  -4.911  -0.588
C  0.150  -2.808  -3.667  -0.238
Br  0.424  -4.228  -2.361  -0.157
H  -1.362  -3.974  -4.700  0.382
H  -0.871  -2.479  -5.519  0.403
H  -0.478  -2.077  -3.164  -0.107
H  1.124  -2.373  -3.865  0.443
Br  3.677  -8.544  -5.880  -0.159
C  2.430  -7.530  -4.778  -0.193
C  3.087  -7.009  -3.532  -0.081
Br  3.332  -8.410  -2.202  -0.179
H  1.590  -8.185  -4.573  0.413
H  2.102  -6.701  -5.398  -0.066
H  2.450  -6.268  -3.055  -0.127
H  4.066  -6.579  -3.717  0.392
Br  5.317  -2.669  1.843  -0.107
C  3.894  -3.712  1.018  -0.639
C  2.535  -3.179  1.382  -0.441
Br  2.030  -3.676  3.197  -0.140
H  4.041  -4.743  1.323  0.402
H  4.062  -3.626  -0.054  0.380
H  1.770  -3.616  0.743  0.228
H  2.476  -2.096  1.325  0.349
Br  -9.101  9.037  -3.587  -0.145
C  -9.997  9.096  -1.860  -0.570
C  -9.126  9.719  -0.801  -0.729
Br  -7.725  8.496  -0.185  0.047
H  -10.283  8.077  -1.620  0.363
H  -10.891  9.694  -2.023  0.350
H  -9.715  9.949  0.085  0.350
H  -8.624  10.617  -1.146  0.364
Br  6.725  -5.912  -0.074  -0.098
C  7.051  -7.701  -0.771  -0.187
C  7.577  -8.623  0.295  -0.624
Br  9.452  -8.280  0.685  -0.145
H  7.732  -7.591  -1.608  0.367
H  6.086  -8.048  -1.132  -0.052
H  7.538  -9.655  -0.044  0.371
H  7.039  -8.529  1.233  0.385
Br  0.703  -11.054  -9.219  -0.137
C  2.559  -10.676  -8.769  -0.529
C  3.503  -11.608  -9.479  -0.550
Br  3.521  -13.374  -8.663  -0.134
H  2.638  -10.737  -7.690  0.279
H  2.726  -9.649  -9.086  0.337
H  4.525  -11.245  -9.399  0.345
H  3.249  -11.748  -10.525  0.380

The multiplicity is 1.

=====

Listing energy relative to the best compared isomer or geometry (same formula, charge and spin) for the structures above in their given order: 14.5; 16.9; 14.1; 7.8 kcal/mol.